No. 1
One molecule with the formula C4H9NO2 at a distorted geometry, computed with ωB97M-V with the def2-TZVPD basis set.

Structure (XYZ):
```
16
Properties=species:S:1:pos:R:3:forces:R:3:mulliken_charge:R:1
C 0.284 -1.831 0.157 1.62 0.55 1.63 -0.85
N -0.612 -0.789 -0.221 -0.91 -0.43 0.11 -0.42
C -0.344 0.593 -0.396 1.70 2.44 1.49 0.28
C 1.117 0.992 -0.815 -1.23 -0.38 0.22 -1.18
C -0.765 1.481 0.913 -0.29 -2.22 -2.89 0.39
O -0.860 2.683 0.805 0.16 -1.57 1.67 -0.55
O -1.103 0.574 1.876 -0.09 3.75 1.53 -0.55
H -0.249 -2.686 0.534 -0.64 -0.63 -0.63 0.37
H 0.685 -1.519 1.172 0.74 -0.19 -1.38 0.25
H 1.051 -2.142 -0.607 -0.48 0.37 0.94 0.28
H -1.337 -1.104 -0.805 -0.83 -0.33 -0.77 0.18
H -0.953 1.007 -1.157 -0.93 0.06 -0.76 0.38
H 1.379 0.156 -1.421 0.98 -0.87 -0.26 0.36
H 1.078 1.790 -1.593 0.33 0.08 1.42 0.31
H 1.762 1.075 0.098 -0.25 0.37 -1.29 0.30
H -1.132 -0.280 1.459 0.11 -1.00 -1.02 0.44
```
Forces are in eV/Å.

Values from the calculation:
DFT total energy = -363.0123 a.u.
structure (SMILES) = CN[C@H](C)C(=O)O
maximum force = 4.04 eV Å⁻¹
HOMO level = -0.3332 Ha

***

No. 2
A 2-piece molecular cluster, C4H9NO2 overall at a distorted geometry, computed with ωB97M-V with the def2-TZVPD basis set.

Structure (XYZ):
```
16
Properties=species:S:1:pos:R:3:forces:R:3:mulliken_charge:R:1
C -1.573 -1.063 -0.730 -0.13 0.07 0.88 -0.80
N -0.211 -0.882 -1.193 1.17 3.08 -1.05 -0.40
C 0.187 0.351 -1.429 -2.13 -2.61 -1.04 -0.02
O -0.623 1.424 -1.255 -0.09 0.16 0.29 -0.49
H -1.577 -1.829 0.050 -0.05 -0.16 -0.24 0.28
H -2.054 -0.180 -0.293 0.19 0.04 -0.23 0.30
H -2.188 -1.403 -1.568 0.16 -0.05 0.08 0.31
H 1.006 0.545 -2.132 0.45 -0.32 0.87 0.44
H -0.128 2.171 -0.869 0.04 -0.32 -0.19 0.38
C 0.620 -0.265 1.747 0.21 1.06 -2.21 -1.07
C 1.421 0.574 0.599 0.12 0.55 5.29 0.36
O 1.342 1.804 0.586 -0.09 -1.68 -1.02 -0.58
H 1.191 -0.086 2.658 0.02 0.05 -0.04 0.38
H -0.391 0.127 1.843 0.02 -0.04 0.14 0.27
H 0.603 -1.328 1.509 0.04 0.07 0.00 0.30
H 2.374 0.040 0.476 0.06 0.09 -1.52 0.34
```
Forces are in eV/Å.

Values from the calculation:
DFT total energy = -362.9660 a.u.
structure (SMILES) = C/N=C\O.CC=O
maximum force = 5.32 eV Å⁻¹
HOMO level = -0.3595 Ha

***

No. 3
One molecule with the formula C4H9NO2 at a distorted geometry, computed with ωB97M-V with the def2-TZVPD basis set.

Structure (XYZ):
```
16
Properties=species:S:1:pos:R:3:forces:R:3:mulliken_charge:R:1
C -1.946 0.076 -0.453 0.42 -0.02 -0.18 -1.48
C -0.532 0.483 0.093 0.47 0.16 0.25 -0.14
C -0.212 -0.260 1.377 0.00 -0.12 0.43 -0.35
O 1.189 -0.361 1.134 0.08 -0.34 0.06 -0.45
C 1.121 -0.063 -0.237 -0.75 0.70 -0.15 0.79
N 2.296 0.644 -0.579 -0.39 0.42 -0.06 -0.56
O 0.989 -1.114 -1.133 -0.31 -0.19 0.07 -0.57
H -2.702 0.408 0.287 0.50 -0.05 -0.19 0.38
H -2.250 0.535 -1.401 0.33 -0.01 0.09 0.37
H -2.111 -1.009 -0.539 0.32 0.20 -0.03 0.39
H -0.545 1.567 0.228 0.27 -0.10 0.04 0.25
H -0.395 0.239 2.330 -0.07 -0.01 -0.03 0.28
H -0.654 -1.265 1.391 -0.10 0.15 0.08 0.26
H 2.812 0.288 -1.375 -0.41 0.00 0.21 0.24
H 2.892 0.901 0.202 -0.42 -0.14 -0.17 0.26
H 0.047 -1.070 -1.325 0.06 -0.67 -0.43 0.33
```
Forces are in eV/Å.

Values from the calculation:
DFT total energy = -362.9914 a.u.
structure (SMILES) = C[C@H]1CO[C@@]1(N)O
maximum force = 1.04 eV Å⁻¹
HOMO level = -0.3387 Ha

***

No. 4
One molecule with the formula C4H9NO2, computed with ωB97M-V with the def2-TZVPD basis set.

Structure (XYZ):
```
16
Properties=species:S:1:pos:R:3:forces:R:3:mulliken_charge:R:1
C -2.134 -0.635 -0.343 -0.04 -0.02 0.11 -1.43
C -0.669 -0.219 -0.425 0.09 -0.20 0.06 0.43
O -0.700 1.150 -0.733 0.22 0.20 -0.20 -0.59
C 0.172 -0.439 0.848 0.07 0.05 0.03 -0.52
N 1.521 0.200 0.834 -0.06 -0.08 -0.16 -0.14
C 2.237 0.803 -0.151 -0.05 -0.09 -0.02 0.09
O 1.893 1.087 -1.296 0.15 -0.34 0.82 -0.64
H -2.316 -1.710 -0.276 0.22 0.06 0.10 0.38
H -2.592 -0.272 -1.269 0.03 -0.13 0.15 0.34
H -2.645 -0.131 0.482 0.11 -0.05 0.01 0.34
H -0.209 -0.809 -1.229 0.09 0.22 -0.07 0.25
H 0.184 1.346 -1.102 -0.21 0.15 -0.04 0.37
H -0.365 -0.014 1.705 0.05 -0.10 -0.14 0.29
H 0.341 -1.513 1.027 -0.23 0.25 -0.06 0.26
H 2.024 0.120 1.716 -0.22 0.02 -0.48 0.24
H 3.259 1.037 0.211 -0.22 0.04 -0.12 0.34
```
Forces are in eV/Å.

Values from the calculation:
DFT total energy = -363.0498 a.u.
structure (SMILES) = C[C@@H](O)CNC=O
maximum force = 0.90 eV Å⁻¹
HOMO level = -0.3665 Ha

***

The orbital gap results, record by record, are as follows: 9.715 9.923 10.156 10.627 eV.
The energy above the lowest of the compared OMol25 structures with the same formula, charge and spin results, record by record, are as follows: 45.95 75.01 59.09 22.41 kcal/mol.
The LUMO energy results, record by record, are as follows: 0.0238 0.0052 0.0345 0.0240 Ha.